[1]
ORCA calculation (ωB97M-V/def2-TZVPD) on a cluster of 2 separate species, C2H4NO2S in total in a non-equilibrium geometry.

Atoms and positions in Å:
C  2.089  -0.496  0.119
C  -1.575  -0.444  0.163
N  0.504  1.295  -0.234
O  2.511  -0.655  -0.931
O  1.980  -0.668  1.280
S  -0.945  1.238  0.440
H  -1.079  -1.281  0.708
H  -1.243  -0.465  -0.837
H  -2.636  -0.439  0.435
H  0.393  1.915  -1.143

As for the total charge: -1. As for the spin multiplicity: 1.


[2]
ORCA calculation (ωB97M-V/def2-TZVPD) on a structure of composition C28H37Cl4MgN6O3PS in a non-equilibrium geometry.

Atoms and positions in Å:
Mg  0.930  -0.509  -0.417
Cl  2.970  0.926  5.834
C  2.951  0.671  4.119
C  4.127  0.440  3.399
Cl  5.656  0.576  4.194
C  4.070  0.061  2.065
Cl  5.501  -0.305  1.153
C  2.840  0.004  1.400
O  2.744  -0.362  0.140
C  1.636  0.300  2.078
O  0.516  0.114  1.456
C  1.760  0.552  3.422
Cl  0.265  0.749  4.356
N  1.785  0.869  -2.137
C  2.318  1.835  -1.786
C  2.877  3.035  -1.256
C  2.157  4.245  -1.472
C  2.670  5.426  -1.053
C  3.893  5.408  -0.347
C  4.596  4.262  -0.147
C  4.095  3.071  -0.580
H  1.199  4.213  -1.943
H  2.129  6.366  -1.164
H  4.239  6.340  0.099
H  5.542  4.320  0.380
H  4.479  2.043  -0.465
C  4.829  -3.262  -1.790
N  3.396  -3.193  -1.759
C  2.632  -3.292  -0.653
S  0.915  -3.121  -0.819
N  3.246  -3.393  0.494
C  2.560  -3.296  1.802
H  5.107  -3.333  -2.808
H  5.109  -4.178  -1.269
H  5.345  -2.453  -1.255
H  2.922  -2.875  -2.552
H  4.178  -2.950  0.594
H  1.525  -3.351  1.685
H  2.833  -2.347  2.176
H  2.846  -4.109  2.437
O  -0.859  -0.332  -1.211
P  -2.284  -0.360  -0.697
N  -2.638  1.135  -0.118
C  -1.724  2.210  0.199
C  -2.494  3.138  1.176
C  -3.955  2.920  0.741
C  -4.019  1.506  0.247
N  -3.246  -0.637  -1.994
C  -3.056  0.195  -3.172
C  -4.189  -0.217  -4.198
C  -4.908  -1.367  -3.472
C  -4.685  -1.034  -1.992
N  -2.657  -1.444  0.433
C  -2.589  -2.848  0.086
C  -1.938  -3.572  1.331
C  -1.454  -2.377  2.235
C  -2.546  -1.339  1.892
H  -1.479  2.762  -0.733
H  -0.772  1.854  0.667
H  -2.162  4.174  1.059
H  -2.235  2.946  2.238
H  -4.250  3.652  -0.001
H  -4.582  3.010  1.641
H  -4.623  1.477  -0.653
H  -4.334  0.733  0.989
H  -2.074  -0.009  -3.584
H  -3.006  1.284  -2.891
H  -3.769  -0.467  -5.101
H  -4.841  0.607  -4.320
H  -4.523  -2.393  -3.674
H  -5.961  -1.330  -3.718
H  -4.852  -1.942  -1.254
H  -5.413  -0.210  -1.705
H  -2.051  -3.093  -0.884
H  -3.585  -3.194  -0.085
H  -1.171  -4.293  1.066
H  -2.691  -4.068  1.927
H  -0.453  -2.000  1.968
H  -1.475  -2.625  3.319
H  -2.353  -0.313  2.232
H  -3.493  -1.640  2.400

As for the total charge: 0. As for the spin multiplicity: 1.


[3]
ORCA calculation (ωB97M-V/def2-TZVPD) on a cluster of 8 separate species, C25H59Cl2F6N3O12P in total in a non-equilibrium geometry.

Atoms and positions in Å:
P  17.265  7.010  18.165
F  17.601  8.563  17.702
F  18.132  7.273  19.498
F  15.918  7.380  18.967
F  17.142  5.423  18.482
F  16.384  6.815  16.825
F  18.584  6.648  17.243
C  16.875  11.325  20.343
C  18.318  10.929  20.602
C  18.448  10.028  21.842
O  19.781  10.082  22.278
C  20.062  9.342  23.444
N  18.877  10.279  19.424
H  16.423  11.863  21.184
H  16.260  10.443  20.145
H  16.834  11.969  19.463
H  18.871  11.847  20.826
H  18.069  9.049  21.516
H  17.802  10.363  22.667
H  19.836  9.986  24.306
H  21.093  9.012  23.545
H  19.431  8.454  23.553
H  18.398  9.434  19.143
H  18.721  10.914  18.647
C  19.126  3.463  13.215
C  17.973  3.913  14.112
C  16.989  2.733  14.277
O  16.242  2.495  13.097
C  15.204  1.572  13.347
N  18.457  4.202  15.458
H  19.978  4.136  13.212
H  18.753  3.446  12.187
H  19.460  2.476  13.538
H  17.518  4.786  13.637
H  16.302  2.974  15.096
H  17.599  1.899  14.642
H  14.573  1.387  12.479
H  14.541  2.059  14.076
H  15.527  0.615  13.766
H  18.233  5.144  15.768
H  17.924  3.708  16.171
C  22.154  6.025  18.796
C  22.229  7.521  19.116
C  22.498  8.338  17.860
O  22.313  9.729  18.034
C  22.662  10.425  16.863
N  21.040  7.922  19.879
H  23.046  5.748  18.219
H  21.261  5.743  18.234
H  22.079  5.503  19.749
H  23.133  7.688  19.717
H  21.797  7.990  17.085
H  23.501  8.147  17.454
H  23.755  10.409  16.751
H  22.327  11.452  17.006
H  22.230  10.063  15.925
H  20.962  7.326  20.697
H  20.236  7.626  19.335
C  17.595  10.748  15.381
C  17.959  11.988  14.558
O  18.227  11.511  13.226
C  19.512  11.312  12.941
O  20.435  11.530  13.686
O  19.644  10.930  11.684
C  20.941  10.670  11.187
H  17.251  11.066  16.374
H  18.491  10.176  15.631
H  16.808  10.081  15.039
H  18.713  12.542  15.107
H  17.054  12.581  14.429
H  20.843  10.682  10.105
H  21.320  9.722  11.569
H  21.675  11.430  11.460
C  19.900  7.744  14.478
C  20.668  6.675  13.682
O  21.524  5.857  14.421
C  22.712  6.307  14.750
O  23.141  7.407  14.510
O  23.369  5.396  15.436
C  24.655  5.749  15.899
H  20.498  8.333  15.167
H  19.106  7.137  14.919
H  19.434  8.475  13.815
H  21.268  7.272  12.973
H  20.017  6.170  12.974
H  25.107  4.875  16.361
H  24.570  6.629  16.534
H  25.410  6.024  15.154
C  19.231  4.239  20.827
C  18.975  4.510  22.303
O  20.150  4.545  23.127
C  21.032  5.523  23.037
O  21.000  6.413  22.230
O  21.955  5.326  23.966
C  22.835  6.420  24.219
H  18.498  4.621  20.124
H  19.524  3.194  20.693
H  20.154  4.699  20.467
H  18.403  3.719  22.786
H  18.410  5.430  22.474
H  22.311  7.177  24.804
H  23.164  6.855  23.276
H  23.671  6.061  24.811
C  13.322  9.493  17.748
Cl  13.970  11.048  17.130
Cl  11.822  9.198  16.850
H  13.968  8.679  17.442
H  13.141  9.610  18.807

As for the total charge: -1. As for the spin multiplicity: 1.


Molar mass for the records above, in order: 106.13 734.80 809.62 Da
E for the records above, in order: -682.03232 -4424.04214 -3916.27644 Eh
LUMO level for the records above, in order: 3.98 0.09 2.49 eV